# C6H8CeINOS4Sb

C6H8CeINOS4Sb as an isolated structure at a distorted geometry (wB97M-V/def2-TZVPD, OMol25).

XYZ file:
```
23
Properties=species:S:1:pos:R:3:mulliken_spin:R:1
Ce 2.05085 -0.67561 -0.45971 1.03
S 3.40439 0.41603 2.15134 -0.01
Sb 3.66701 -1.89900 1.99056 0.00
S 4.31242 -2.26764 -0.41265 -0.01
S 1.16577 -2.56562 1.39017 -0.01
S 5.25190 -2.84828 3.48337 0.00
I -4.01263 2.49031 -0.06399 0.01
C -2.83834 0.19650 -0.10812 -0.02
C -3.72188 -0.64129 -0.36914 0.03
C -2.81133 -2.22748 -0.16091 -0.05
C -1.41933 -2.24765 -0.56967 0.02
N -0.68058 -0.93611 -0.60202 -0.06
C -1.58115 0.51536 -0.69937 0.06
H -4.99003 -0.45644 -0.16438 0.00
H -3.76916 -3.01017 -0.19169 0.00
H -0.85528 -3.11457 -1.09039 0.00
H -0.90511 1.46346 -0.75066 0.01
C 1.10846 3.19970 -0.91757 0.00
O 1.43323 1.88527 -0.28236 0.00
H 2.25089 3.80964 -0.93607 0.00
H 0.90751 3.94208 -0.16498 0.00
H 0.50996 2.88092 -1.65177 0.00
H 1.52245 2.09057 0.58002 0.00
```

Output
2S+1: 2
⟨S²⟩: 0.76
Net charge: 0
Energy above the lowest of the compared OMol25 structures with the same formula, charge and spin, kcal per mole: 11.7
Lowest unoccupied orbital energy (spin up / spin down), eV: -2.93 / -2.90

# C34H40As2O4Pb

C34H40As2O4Pb as an isolated structure (wB97M-V/def2-TZVPD, OMol25).

XYZ file:
```
81
Properties=species:S:1:pos:R:3:mulliken_charge:R:1
Pb -2.62007 -2.51049 0.01095 1.43
C -5.71673 -3.12811 1.15387 -0.45
C -5.35861 -4.15172 0.10023 -0.60
O -3.94716 -4.43979 0.28731 -0.17
C -3.40370 -5.53797 -0.48398 -0.60
C -2.01392 -5.80698 0.06931 -0.49
O -1.34419 -4.54412 0.35152 -0.46
C -0.72561 -4.44898 1.65725 -0.76
C -1.75071 -4.10585 2.70554 -0.33
O -2.33893 -2.82522 2.34993 -0.28
C -3.46760 -2.46943 3.19916 -0.39
C -4.36876 -1.52927 2.43088 -0.69
O -4.70164 -2.08774 1.14010 -0.50
H -5.74980 -3.58699 2.14148 0.33
H -6.68345 -2.67552 0.93469 0.44
H -5.52864 -3.79107 -0.91781 0.37
H -5.93884 -5.06212 0.25220 0.40
H -3.39598 -5.27551 -1.54566 0.35
H -4.02927 -6.42128 -0.35217 0.41
H -1.41867 -6.34892 -0.66426 0.43
H -2.06590 -6.39251 0.98629 0.40
H 0.02623 -3.66226 1.57129 0.26
H -0.21491 -5.38072 1.89991 0.47
H -1.28968 -4.03023 3.69115 0.56
H -2.54903 -4.85052 2.73789 0.30
H -3.09452 -1.98615 4.10241 0.44
H -3.98461 -3.38815 3.47978 0.37
H -3.87220 -0.57970 2.22395 0.32
H -5.27538 -1.31286 2.99658 0.43
C 2.44796 2.92490 -1.15693 -1.07
C 2.91958 1.87511 -0.16952 -1.13
As 1.97081 0.15047 -0.05097 0.83
C 2.81756 -0.76986 1.35896 0.54
C 3.02165 -0.12796 2.59214 -0.44
C 3.75672 -0.76404 3.57152 -0.72
C 4.25368 -2.04711 3.34183 -0.44
C 4.01244 -2.70382 2.13525 -0.78
C 3.27311 -2.08222 1.14744 -0.41
C 2.32167 -0.75099 -1.70513 0.61
C 3.63142 -0.79649 -2.18539 -0.12
C 3.88990 -1.43938 -3.38655 -0.79
C 2.85385 -2.02665 -4.10299 -0.54
C 1.55211 -1.97896 -3.62193 -0.59
C 1.28306 -1.34151 -2.41971 -0.55
As 0.72539 3.81147 -0.86673 0.42
C 0.91415 5.20998 0.38927 0.56
C 1.48301 4.93939 1.64183 -0.04
C 1.71663 5.97929 2.51768 -0.73
C 1.35996 7.27939 2.16050 -0.45
C 0.77023 7.54245 0.92907 -0.76
C 0.52861 6.51041 0.03991 -0.24
C 0.06326 4.45220 -2.51644 0.59
C 0.85712 4.46147 -3.66742 -0.32
C 0.35572 5.03160 -4.82449 -0.73
C -0.92942 5.56416 -4.84073 -0.48
C -1.72357 5.53711 -3.69896 -0.62
C -1.23345 4.98008 -2.53147 -0.41
H 2.42180 2.52816 -2.17233 0.56
H 3.17019 3.74624 -1.13658 0.49
H 3.06672 2.25683 0.83921 0.68
H 3.89514 1.51399 -0.51399 0.48
H 2.63236 0.86651 2.77431 0.47
H 3.95382 -0.26770 4.51198 0.46
H 4.83084 -2.54097 4.11290 0.45
H 4.41801 -3.69252 1.96749 0.46
H 3.10255 -2.57798 0.19940 0.51
H 4.45545 -0.36111 -1.63261 0.36
H 4.90383 -1.48481 -3.76102 0.44
H 3.06390 -2.52155 -5.04167 0.44
H 0.75097 -2.43062 -4.19120 0.45
H 0.26346 -1.28721 -2.05284 0.37
H 1.74117 3.92655 1.92824 0.38
H 2.17245 5.78954 3.47966 0.41
H 1.54139 8.09194 2.85147 0.42
H 0.50586 8.55565 0.65894 0.43
H 0.08300 6.71991 -0.92305 0.41
H 1.86526 4.06829 -3.66719 0.37
H 0.97075 5.07256 -5.71307 0.43
H -1.31316 6.00712 -5.75011 0.43
H -2.71938 5.95821 -3.71970 0.43
H -1.84718 4.97263 -1.63804 0.49
```

Output
Net charge: +4
Energy above the lowest of the compared OMol25 structures with the same formula, charge and spin, kcal per mole: 0.0
Lowest unoccupied orbital energy (spin up / spin down), eV: -11.83 / -12.82

# C22H27IOPS

A 4-piece molecular cluster, C22H27IOPS overall at a distorted geometry (wB97M-V/def2-TZVPD, OMol25).

XYZ file:
```
53
Properties=species:S:1:pos:R:3:nbo_charge:R:1
C -1.03283 3.04757 2.65137 -0.96
P -1.00849 1.14479 2.80658 0.62
C -1.99150 0.51519 4.32257 -0.93
S 0.96443 0.31730 2.69467 0.29
C 2.26540 1.57735 2.21904 -0.63
C 3.06940 1.99405 3.61513 0.34
O 3.94384 1.10455 4.13892 -0.48
I 2.68270 3.93080 4.56304 0.22
H -0.06787 3.58895 3.03768 0.26
H -1.93477 3.50766 3.28407 0.29
H -1.29170 3.31731 1.52269 0.28
H -1.39163 0.68077 5.32529 0.25
H -3.03805 1.08357 4.36909 0.30
H -2.14151 -0.65987 4.21152 0.28
H 0.94895 -0.60668 1.60270 0.25
H 3.07407 0.99236 1.56598 0.32
H 1.87684 2.49812 1.61146 0.29
C 3.86493 -2.04701 0.61061 -0.25
C 4.27560 -1.58864 -0.64079 -0.23
C 3.93776 -2.30150 -1.79079 -0.15
C 3.18004 -3.46864 -1.68998 -0.22
C 2.76619 -3.92494 -0.43882 -0.21
C 3.11196 -3.21706 0.71196 -0.23
H 4.13132 -1.49301 1.50692 0.21
H 4.86018 -0.67545 -0.71981 0.21
H 4.26360 -1.94772 -2.76515 0.22
H 2.91250 -4.02167 -2.58647 0.23
H 2.17432 -4.83363 -0.36058 0.22
H 2.79407 -3.57583 1.68695 0.22
C 2.52605 -0.08216 -4.69162 -0.22
C 2.93672 0.37621 -5.94302 -0.21
C 2.59888 -0.33665 -7.09302 -0.21
C 1.84116 -1.50379 -6.99221 -0.21
C 1.42731 -1.96009 -5.74105 -0.20
C 1.77309 -1.25221 -4.59027 -0.23
H 2.79244 0.47184 -3.79531 0.20
H 3.52130 1.28940 -6.02204 0.22
H 2.92473 0.01714 -8.06738 0.22
H 1.57362 -2.05682 -7.88870 0.22
H 0.83544 -2.86878 -5.66281 0.21
H 1.45519 -1.61098 -3.61528 0.21
C -5.72015 2.37347 2.58730 -0.21
C -4.76799 1.56365 1.96896 -0.24
C -5.16379 0.40268 1.30542 -0.22
C -6.51426 0.05645 1.25177 -0.20
C -7.46679 0.86833 1.86694 -0.20
C -7.06996 2.02442 2.53844 -0.21
H -5.41094 3.27640 3.10726 0.21
H -3.71642 1.83714 2.00493 0.18
H -4.42094 -0.23164 0.82947 0.21
H -6.82341 -0.84568 0.73052 0.22
H -8.51934 0.59922 1.82363 0.22
H -7.81174 2.65375 3.02228 0.22
```

Output
Net charge: +1
Lowest unoccupied orbital energy, eV: -4.52